Entry 1:
{
  "formula": "C26H23BClI2N6O3Re",
  "method": "ωB97M-V/def2-TZVPD",
  "species": ["Re", "I", "I", "Cl", "O", "O", "O", "N", "N", "N", "N", "N", "N", "C", "C", "C", "C", "C", "C", "C", "C", "C", "C", "C", "C", "C", "C", "C", "C", "C", "C", "C", "C", "C", "C", "C", "C", "C", "C", "B", "H", "H", "H", "H", "H", "H", "H", "H", "H", "H", "H", "H", "H", "H", "H", "H", "H", "H", "H", "H", "H", "H", "H"],
  "positions_angstrom": [[0.077091, 0.120637, -0.597367], [2.214685, 1.055897, 3.666653], [-0.597928, -3.650687, 6.114819], [7.257487, -0.551412, 0.447177], [1.428247, 1.714995, -0.331683], [1.701370, -0.850644, -1.382389], [0.951551, -0.335718, 1.109959], [-1.893121, 1.981526, -2.144708], [-2.602561, 1.532744, 0.172932], [-0.602585, 1.656099, -1.915985], [-1.236113, -1.579341, -0.046995], [-0.513164, -0.881786, -2.441641], [-1.381959, 1.124427, 0.599789], [-0.474917, -2.653199, 0.668704], [-1.451858, -1.833620, -2.448170], [2.932546, -0.742239, -0.940430], [-1.237716, 1.558843, 1.862465], [-0.469485, -2.959432, 3.173727], [-0.204609, -1.202831, -4.782885], [3.822567, -1.806262, -1.165236], [-2.374477, 2.238453, 2.262819], [-1.819654, -2.496782, -3.606575], [0.679275, -1.383050, 4.580461], [5.610482, -0.596475, -0.076085], [-1.950900, 2.935202, -3.072180], [0.148409, 2.440911, -2.705985], [-0.074036, -2.539472, 4.435364], [-0.129354, -2.212124, 2.056768], [1.016009, -0.635656, 3.461851], [0.117403, -0.594274, -3.590611], [2.644251, 1.575027, -0.088980], [-3.206463, 2.203785, 1.154048], [-2.066485, -2.140075, -1.131760], [5.124305, -1.738075, -0.733403], [-1.199649, -2.169058, -4.795446], [3.434759, 0.412040, -0.285846], [-0.661976, 3.246782, -3.483560], [4.783310, 0.469198, 0.130790], [0.594874, -1.028498, 2.192393], [-3.048401, 1.366476, -1.306916], [0.326354, -0.925156, -5.681532], [-2.561568, 2.701139, 3.214977], [-1.085447, -3.555783, 0.713759], [-2.185448, -3.216261, -1.002420], [0.419683, -2.869212, 0.079210], [0.900429, 0.143149, -3.536360], [-2.904030, 3.341241, -3.366191], [-1.474455, -2.667616, -5.714991], [5.151895, 1.360711, 0.622687], [-0.360154, 3.978542, -4.211077], [-4.046002, 2.003763, -1.489989], [1.007519, -1.064656, 5.560132], [-0.322946, 1.380987, 2.400651], [-2.584131, -3.260449, -3.560638], [1.223041, 2.379197, -2.681237], [5.794498, -2.571404, -0.898817], [-3.054122, -1.686866, -1.084853], [3.154718, 2.468710, 0.281679], [-3.179556, 0.209773, -1.591674], [-4.186031, 2.621721, 0.993534], [-1.865978, -1.166471, 0.638840], [3.452009, -2.684771, -1.675837], [-1.034748, -3.875707, 3.056504]],
  "atomic_forces_ev_per_a": [[0.071, -0.001, 0.054], [0.025, -0.007, 0.003], [-0.001, -0.009, 0.005], [-0.001, -0.004, 0.003], [-0.132, 0.089, -0.077], [0.018, 0.002, -0.029], [-0.002, -0.028, -0.093], [0.047, -0.034, -0.019], [0.015, 0.018, 0.019], [-0.003, 0.154, 0.084], [0.071, -0.049, 0.098], [-0.138, -0.009, 0.016], [-0.003, -0.027, -0.082], [0.015, 0.033, 0.046], [0.130, 0.000, -0.066], [0.023, 0.121, 0.107], [0.049, -0.007, 0.000], [-0.015, -0.002, 0.014], [0.012, 0.016, 0.020], [0.012, 0.019, 0.018], [-0.040, 0.009, -0.018], [-0.023, 0.000, 0.013], [0.008, 0.016, -0.009], [0.005, -0.033, -0.027], [0.015, -0.024, -0.016], [0.033, -0.117, -0.066], [-0.011, 0.000, -0.026], [0.009, -0.044, -0.007], [0.005, -0.034, 0.071], [-0.012, -0.045, -0.079], [0.101, -0.110, 0.018], [-0.012, 0.007, 0.003], [-0.168, 0.056, 0.036], [0.006, 0.019, 0.017], [0.002, 0.004, -0.024], [-0.019, -0.039, -0.035], [-0.044, 0.097, 0.058], [-0.042, 0.010, -0.021], [0.009, 0.013, 0.020], [0.031, 0.004, 0.006], [0.002, 0.002, 0.003], [-0.003, 0.000, -0.001], [-0.011, 0.005, 0.007], [0.015, 0.001, -0.023], [0.002, 0.011, -0.008], [0.008, -0.006, -0.005], [0.006, -0.003, -0.006], [-0.001, 0.000, 0.002], [-0.001, -0.005, 0.005], [-0.003, 0.004, 0.005], [0.006, 0.000, 0.007], [0.003, -0.002, -0.002], [-0.049, 0.019, -0.022], [0.003, 0.002, -0.001], [-0.011, -0.003, 0.003], [0.003, 0.003, -0.001], [-0.048, 0.004, -0.011], [0.014, -0.003, 0.018], [-0.003, -0.102, -0.011], [0.001, -0.002, 0.005], [0.021, 0.005, -0.002], [0.000, 0.002, -0.004], [0.001, 0.002, 0.006]],
  "total_energy_ha": -2717.463117,
  "relative_energy_kj_mol": 0.0,
  "spin_multiplicity": 2,
  "total_charge": 1,
  "homo_energy_ev": [-10.5, -10.7],
  "s_squared": 0.755
}


Entry 2:
{
  "formula": "C26H23CrIN5",
  "method": "ωB97M-V/def2-TZVPD",
  "species": ["I", "Cr", "N", "N", "N", "N", "N", "C", "C", "C", "C", "C", "C", "C", "C", "C", "C", "C", "C", "C", "C", "C", "C", "C", "C", "C", "C", "C", "C", "C", "C", "C", "C", "H", "H", "H", "H", "H", "H", "H", "H", "H", "H", "H", "H", "H", "H", "H", "H", "H", "H", "H", "H", "H", "H", "H"],
  "positions_angstrom": [[14.641454, 10.950188, 4.965264], [9.896649, 9.781744, 7.970157], [8.288166, 8.586521, 8.335707], [11.178199, 8.434594, 6.920850], [11.106432, 8.889787, 9.581711], [8.639313, 11.155425, 8.766855], [11.373254, 11.372978, 7.808792], [13.420968, 7.481938, 5.497752], [14.542667, 7.146790, 7.731356], [6.352774, 11.700500, 8.774354], [8.482207, 12.504002, 8.796356], [7.171141, 9.251311, 8.535963], [7.120472, 12.865662, 8.756543], [13.424850, 7.873009, 9.776334], [14.126166, 11.969195, 7.926437], [11.951179, 11.843786, 8.931518], [7.633179, 6.197241, 10.286757], [10.178215, 5.079300, 10.624421], [12.262429, 7.911326, 4.821066], [12.275741, 8.028229, 7.599096], [12.138352, 11.442651, 6.671908], [9.865449, 5.745792, 9.448586], [8.601011, 6.341357, 9.287212], [14.561061, 7.406378, 9.101837], [7.291579, 10.633914, 8.785610], [13.457612, 7.562373, 6.945462], [8.323749, 7.115519, 8.030077], [7.915040, 5.479787, 11.452795], [11.157898, 8.316897, 5.572044], [13.302267, 12.112976, 9.027890], [13.519439, 11.621675, 6.704357], [9.197323, 4.939759, 11.641476], [12.307524, 8.184719, 9.036071], [11.340944, 12.021769, 9.819269], [10.442499, 8.243118, 10.022841], [5.255045, 11.635386, 8.881930], [6.175875, 8.776160, 8.468515], [15.449345, 6.781400, 7.267642], [10.603472, 5.735782, 8.649915], [9.311991, 13.178901, 8.771835], [9.158797, 6.984105, 7.326029], [9.550952, 4.470087, 12.588774], [13.448254, 8.098858, 10.847480], [12.155579, 7.878604, 3.739743], [7.249872, 5.538940, 12.289225], [14.338309, 7.214190, 4.916481], [11.621582, 11.368572, 5.723653], [6.719143, 6.762082, 10.198717], [6.701359, 13.858551, 8.724503], [11.157989, 4.647662, 10.804841], [10.235028, 8.599385, 5.099031], [7.365067, 6.782038, 7.599086], [15.187016, 12.087183, 8.005301], [15.520398, 7.263892, 9.644329], [13.674105, 12.407661, 10.024103], [11.342562, 9.635532, 10.225292]],
  "atomic_forces_ev_per_a": [[-0.583, 0.887, 1.085], [-0.468, 0.980, 0.024], [-0.694, -0.930, -0.761], [-0.249, -0.197, -1.713], [1.183, -1.339, 0.137], [-2.341, 0.388, 0.194], [1.215, 1.182, -0.976], [-0.398, 0.892, -0.069], [0.727, 0.929, 1.335], [0.551, -0.647, 0.416], [-0.982, -0.880, -0.578], [0.522, -0.499, -0.078], [-0.007, -0.087, 0.290], [-0.656, 0.750, -0.263], [-0.567, -0.620, -0.827], [-0.146, -0.442, -0.119], [0.862, 0.066, 0.123], [-1.058, -0.266, 0.968], [1.031, -1.013, 0.746], [1.125, 0.150, 0.747], [-0.095, -0.265, 0.918], [-0.362, -0.243, 0.228], [0.529, -0.734, 0.072], [1.147, -0.806, -0.800], [0.777, 1.086, -0.264], [-1.203, -0.749, -1.362], [-0.538, 1.128, 0.325], [1.290, 0.556, -0.089], [0.481, 0.206, 1.769], [0.189, 0.551, 0.729], [0.305, -0.339, -0.013], [0.943, 0.130, -0.295], [-1.257, 1.052, -0.001], [-0.186, -0.521, -0.322], [0.366, 0.134, -0.009], [0.884, -0.046, -0.347], [0.508, 0.118, 0.113], [-0.069, -0.035, -0.126], [-0.142, 0.320, -0.029], [0.371, 0.147, 0.006], [-0.545, -0.193, 0.104], [-0.789, 0.353, -0.800], [-0.024, -0.210, -0.409], [0.270, -0.002, 0.215], [-0.517, -0.352, 0.166], [-0.964, 0.039, 0.707], [-0.054, -0.570, 0.074], [-0.338, -0.156, -0.027], [0.228, 0.106, 0.141], [-0.065, 0.073, -0.215], [-0.223, 0.147, -0.174], [0.347, 0.183, -0.089], [0.400, 0.056, -0.002], [-0.951, -0.113, -0.324], [-0.001, -0.040, -0.794], [0.222, -0.314, 0.245]],
  "total_energy_ha": -2620.350620,
  "relative_energy_kj_mol": 0.0,
  "spin_multiplicity": 5,
  "total_charge": 1,
  "homo_energy_ev": [-10.0, -10.1],
  "s_squared": 6.018
}